Entry 1:
{
  "formula": "C6H12O",
  "method": "the ωB97M-V functional and the def2-TZVPD basis",
  "charge": 0,
  "lumo_ev": 0.9,
  "de_lowest_ev": 4.647,
  "e_homo_ev": -7.42,
  "orbital_gap_ev": 8.36,
  "species": ["O", "C", "C", "C", "C", "C", "C", "H", "H", "H", "H", "H", "H", "H", "H", "H", "H", "H", "H"],
  "positions_angstrom": [[-0.908, 0.315, -0.181], [2.243, -0.681, -1.322], [-0.325, -0.855, -1.352], [-1.689, 0.608, 2.119], [0.481, 0.762, -0.124], [-1.431, -0.353, 0.975], [0.918, 0.066, -1.405], [-0.759, 1.036, 2.510], [-2.348, 1.424, 1.808], [0.506, 1.855, -0.099], [-0.736, -1.157, 1.240], [-1.013, -0.571, -2.168], [3.099, 0.001, -1.247], [-2.174, 0.066, 2.938], [2.386, -1.304, -2.211], [0.962, 0.354, 0.773], [0.953, 0.784, -2.239], [2.240, -1.350, -0.453], [-2.355, -0.815, 0.618]],
  "forces_ev_per_angstrom": [[-0.1, -0.1, -0.1], [0.0, 0.0, 0.0], [-0.1, 0.3, -0.2], [0.0, 0.1, 0.0], [0.2, 0.1, 0.1], [-0.1, -0.1, 0.2], [0.1, 0.0, 0.0], [-0.1, -0.1, -0.1], [0.1, -0.1, 0.0], [0.0, -0.2, 0.0], [-0.1, 0.1, 0.0], [0.1, -0.1, 0.1], [-0.1, -0.1, 0.0], [0.1, 0.1, -0.1], [0.0, 0.1, 0.1], [-0.1, 0.0, -0.1], [-0.1, -0.1, 0.1], [0.0, 0.1, -0.1], [0.1, 0.0, 0.1]],
  "nbo_charge": [-0.440, -0.602, -0.230, -0.645, -0.047, -0.055, -0.349, 0.209, 0.217, 0.197, 0.198, 0.126, 0.199, 0.225, 0.216, 0.186, 0.181, 0.208, 0.206]
}

=====

Entry 2:
{
  "formula": "C6H12O",
  "method": "the ωB97M-V functional and the def2-TZVPD basis",
  "charge": 0,
  "smiles": "CC[C@H](C)CC=O",
  "lumo_ev": 1.0,
  "de_lowest_ev": 0.751,
  "e_homo_ev": -9.76,
  "orbital_gap_ev": 10.78,
  "species": ["O", "C", "C", "C", "C", "C", "C", "H", "H", "H", "H", "H", "H", "H", "H", "H", "H", "H", "H"],
  "positions_angstrom": [[0.229, 2.667, 1.586], [0.095, 0.140, 0.117], [-0.213, 2.581, 0.467], [0.293, 1.540, -0.504], [-1.332, -0.127, 0.646], [0.756, -2.306, -0.123], [0.590, -0.943, -0.822], [0.793, 0.085, 0.962], [-1.507, -1.195, 0.652], [-1.410, 0.285, 1.647], [-2.051, 0.366, -0.005], [-0.985, 3.306, 0.147], [1.362, 1.684, -0.646], [-0.121, -2.944, -0.229], [0.787, -2.184, 0.963], [-0.313, 1.569, -1.416], [1.586, -2.843, -0.574], [-0.115, -1.063, -1.650], [1.554, -0.615, -1.217]],
  "forces_ev_per_angstrom": [[-0.1, 0.0, 0.0], [0.5, -0.1, 0.5], [0.6, 0.2, 0.2], [-1.2, -0.6, 0.5], [0.9, 0.5, -0.4], [-0.7, 0.2, -0.1], [-0.3, -0.3, 0.0], [-0.2, 0.2, 0.1], [-0.3, -0.1, 0.2], [-0.3, 0.0, 0.1], [-0.3, -0.1, 0.0], [-0.1, -0.1, -0.2], [0.0, 0.2, -0.4], [-0.2, 0.0, -0.4], [0.8, 0.0, -0.1], [0.5, 0.2, -0.2], [0.2, -0.1, 0.5], [0.2, 0.1, -0.2], [0.0, -0.1, -0.2]],
  "nbo_charge": [-0.526, -0.189, 0.443, -0.511, -0.625, -0.618, -0.394, 0.203, 0.214, 0.224, 0.199, 0.111, 0.240, 0.204, 0.207, 0.205, 0.217, 0.195, 0.200]
}

=====

Entry 3:
{
  "formula": "C6H12O",
  "method": "the ωB97M-V functional and the def2-TZVPD basis",
  "charge": 0,
  "smiles": "CC[C@H]1CO1.C=C",
  "lumo_ev": 1.1,
  "de_lowest_ev": 2.437,
  "e_homo_ev": -10.20,
  "orbital_gap_ev": 11.28,
  "species": ["O", "C", "C", "C", "C", "C", "C", "H", "H", "H", "H", "H", "H", "H", "H", "H", "H", "H", "H"],
  "positions_angstrom": [[1.891, 0.365, -1.279], [-1.428, -1.709, 0.597], [0.776, 2.776, 0.230], [0.018, 1.488, -0.061], [0.984, 0.333, -0.157], [0.944, -0.680, -1.202], [-1.640, -3.010, 0.477], [-1.143, -3.727, 1.123], [1.507, 2.955, -0.562], [-1.941, -0.990, -0.036], [0.096, 3.631, 0.277], [-0.763, -1.349, 1.370], [-0.534, 1.581, -1.004], [0.143, -0.640, -1.936], [1.311, 2.712, 1.185], [-0.720, 1.309, 0.733], [1.485, 0.080, 0.780], [1.339, -1.672, -0.993], [-2.336, -3.376, -0.265]],
  "forces_ev_per_angstrom": [[0.0, 0.3, 0.2], [-0.2, -0.2, 0.2], [0.0, 0.1, 0.0], [0.0, 0.0, 0.0], [0.2, 0.2, 0.1], [-0.3, -0.4, 0.0], [-0.1, 0.1, 0.0], [-0.1, 0.0, -0.1], [0.0, 0.1, 0.1], [0.2, 0.0, 0.1], [0.1, 0.0, 0.0], [0.0, 0.2, -0.1], [0.1, 0.0, 0.1], [0.1, 0.0, 0.0], [-0.1, 0.0, -0.1], [0.1, -0.1, -0.2], [-0.1, 0.0, -0.1], [0.0, 0.1, -0.1], [0.0, -0.2, 0.0]],
  "nbo_charge": [-0.502, -0.391, -0.604, -0.426, 0.052, -0.103, -0.387, 0.196, 0.218, 0.196, 0.209, 0.191, 0.207, 0.178, 0.202, 0.207, 0.180, 0.185, 0.193]
}

=====

Entry 4:
{
  "formula": "C6H12O",
  "method": "the ωB97M-V functional and the def2-TZVPD basis",
  "charge": 0,
  "lumo_ev": [0.7, 1.0],
  "de_lowest_ev": 4.865,
  "e_homo_ev": [-7.43, -7.62],
  "orbital_gap_ev": [8.09, 8.60],
  "species": ["O", "C", "C", "C", "C", "C", "C", "H", "H", "H", "H", "H", "H", "H", "H", "H", "H", "H", "H"],
  "positions_angstrom": [[0.437, 0.612, 0.438], [-2.116, 0.498, -0.987], [-1.533, -0.654, -0.164], [2.862, 0.192, 0.348], [1.619, 0.849, -0.178], [0.091, -0.603, -0.183], [-1.735, -0.647, 1.252], [1.699, 1.835, -0.639], [-1.822, 0.295, 1.782], [-1.617, -1.566, 1.819], [2.743, -0.891, 0.484], [3.098, 0.631, 1.331], [0.479, -1.469, 0.365], [-1.738, -1.623, -0.638], [0.568, -0.536, -1.196], [-1.790, 0.465, -2.035], [3.701, 0.376, -0.332], [-3.209, 0.437, -0.964], [-1.808, 1.458, -0.563]],
  "forces_ev_per_angstrom": [[0.4, -0.1, -0.1], [-0.1, -0.1, 0.2], [2.3, -0.3, -1.5], [-0.2, 0.1, -0.1], [1.7, 1.6, 0.3], [-1.8, -0.6, -0.9], [-1.2, 0.0, 1.4], [0.0, -0.1, 0.1], [0.0, -0.2, 0.0], [0.0, 0.2, 0.0], [0.0, 0.2, 0.0], [0.1, -0.2, -0.1], [0.0, 0.1, -0.1], [-0.3, 0.1, 0.2], [-0.8, -0.6, 0.3], [0.0, -0.1, 0.3], [-0.1, -0.1, 0.2], [0.1, 0.1, 0.0], [-0.1, -0.1, -0.1]],
  "nbo_charge": [-0.551, -0.608, -0.310, -0.701, 0.151, -0.060, -0.307, 0.157, 0.185, 0.179, 0.212, 0.218, 0.174, 0.210, 0.188, 0.209, 0.222, 0.214, 0.217]
}

=====

Entry 5:
{
  "formula": "C6H12O",
  "method": "the ωB97M-V functional and the def2-TZVPD basis",
  "charge": 0,
  "smiles": "CC[C@]1(C)C[C@H]1O",
  "lumo_ev": 0.9,
  "de_lowest_ev": 2.736,
  "e_homo_ev": -8.30,
  "orbital_gap_ev": 9.25,
  "species": ["O", "C", "C", "C", "C", "C", "C", "H", "H", "H", "H", "H", "H", "H", "H", "H", "H", "H", "H"],
  "positions_angstrom": [[-0.502, 1.895, 0.836], [-0.659, -1.692, -0.757], [-1.694, -0.120, 0.937], [-0.395, -0.630, 0.328], [1.793, 0.742, -0.458], [1.087, -0.230, 0.569], [-0.956, 0.800, 0.083], [2.870, 0.717, -0.249], [0.094, 2.449, 0.324], [-1.107, 0.971, -0.972], [1.222, 0.203, 1.559], [1.542, 1.813, -0.408], [1.656, -1.148, 0.487], [-2.592, -0.486, 0.448], [-0.408, -1.267, -1.730], [1.668, 0.458, -1.511], [-0.086, -2.628, -0.652], [-1.713, -2.010, -0.810], [-1.819, 0.163, 1.974]],
  "forces_ev_per_angstrom": [[0.2, 0.0, -0.1], [0.2, 0.4, -0.2], [-0.2, 0.1, 0.2], [0.6, 1.4, -1.0], [-0.1, -0.3, 0.1], [0.3, -0.6, 0.4], [-0.9, 0.1, -0.6], [-0.2, -0.2, 0.0], [-0.1, -0.2, 0.0], [-0.9, 0.4, -0.1], [0.1, -0.2, 0.0], [-0.1, -0.5, 0.1], [0.4, -0.3, 0.4], [0.2, -0.6, 0.4], [0.1, -0.2, -0.3], [-0.1, -0.2, 0.2], [0.1, 0.5, 0.3], [0.4, 0.3, 0.2], [0.1, 0.1, 0.0]],
  "nbo_charge": [-0.706, -0.613, -0.414, -0.108, -0.608, -0.388, 0.083, 0.216, 0.471, 0.173, 0.227, 0.175, 0.202, 0.223, 0.200, 0.205, 0.218, 0.212, 0.232]
}

=====

Entry 6:
{
  "formula": "C6H12O",
  "method": "the ωB97M-V functional and the def2-TZVPD basis",
  "charge": 0,
  "smiles": "C=C/C(C)=C/C.O",
  "lumo_ev": 0.8,
  "de_lowest_ev": 3.444,
  "e_homo_ev": -8.96,
  "orbital_gap_ev": 9.73,
  "species": ["O", "C", "C", "C", "C", "C", "C", "H", "H", "H", "H", "H", "H", "H", "H", "H", "H", "H", "H"],
  "positions_angstrom": [[-0.930, 2.720, -1.981], [0.131, -0.619, 0.579], [0.929, 0.374, 0.883], [-2.256, -0.814, -0.024], [2.416, 0.333, 0.418], [-1.269, -0.664, 0.849], [0.680, -1.911, 0.048], [-2.243, -1.055, -1.066], [-1.774, -0.411, 1.927], [0.914, -2.378, 1.002], [1.662, -1.705, -0.620], [0.535, 1.306, 1.127], [-0.435, 2.570, -1.180], [2.969, -0.572, 0.748], [2.665, 0.402, -0.715], [0.031, -2.605, -0.415], [-3.440, -0.698, 0.167], [3.114, 0.863, 0.997], [-0.347, 2.327, -2.634]],
  "forces_ev_per_angstrom": [[0.1, 0.0, -0.3], [0.2, -1.6, -0.7], [2.9, 0.0, -2.0], [-3.5, -0.1, -0.2], [0.2, -1.8, -0.7], [-4.3, 1.5, 2.9], [3.1, 1.0, -0.5], [1.1, -0.1, -0.6], [2.0, -0.5, -2.3], [0.8, -0.6, -0.1], [-2.4, -0.9, 1.7], [-0.6, 1.4, 1.0], [0.0, 0.0, 0.6], [-1.1, -0.7, -0.6], [-0.7, 0.2, 1.9], [-1.0, -0.2, -0.8], [3.0, -0.2, 0.5], [0.3, 2.5, 0.5], [-0.1, 0.0, -0.3]],
  "nbo_charge": [-0.929, -0.036, -0.197, -0.361, -0.678, -0.231, -0.641, 0.190, 0.221, 0.229, 0.220, 0.197, 0.466, 0.219, 0.216, 0.225, 0.200, 0.225, 0.464]
}

=====

What did the third record say?
{
  "formula": "C6H12O",
  "method": "the ωB97M-V functional and the def2-TZVPD basis",
  "charge": 0,
  "smiles": "CC[C@H]1CO1.C=C",
  "lumo_ev": 1.1,
  "de_lowest_ev": 2.437,
  "e_homo_ev": -10.20,
  "orbital_gap_ev": 11.28,
  "species": ["O", "C", "C", "C", "C", "C", "C", "H", "H", "H", "H", "H", "H", "H", "H", "H", "H", "H", "H"],
  "positions_angstrom": [[1.891, 0.365, -1.279], [-1.428, -1.709, 0.597], [0.776, 2.776, 0.230], [0.018, 1.488, -0.061], [0.984, 0.333, -0.157], [0.944, -0.680, -1.202], [-1.640, -3.010, 0.477], [-1.143, -3.727, 1.123], [1.507, 2.955, -0.562], [-1.941, -0.990, -0.036], [0.096, 3.631, 0.277], [-0.763, -1.349, 1.370], [-0.534, 1.581, -1.004], [0.143, -0.640, -1.936], [1.311, 2.712, 1.185], [-0.720, 1.309, 0.733], [1.485, 0.080, 0.780], [1.339, -1.672, -0.993], [-2.336, -3.376, -0.265]],
  "forces_ev_per_angstrom": [[0.0, 0.3, 0.2], [-0.2, -0.2, 0.2], [0.0, 0.1, 0.0], [0.0, 0.0, 0.0], [0.2, 0.2, 0.1], [-0.3, -0.4, 0.0], [-0.1, 0.1, 0.0], [-0.1, 0.0, -0.1], [0.0, 0.1, 0.1], [0.2, 0.0, 0.1], [0.1, 0.0, 0.0], [0.0, 0.2, -0.1], [0.1, 0.0, 0.1], [0.1, 0.0, 0.0], [-0.1, 0.0, -0.1], [0.1, -0.1, -0.2], [-0.1, 0.0, -0.1], [0.0, 0.1, -0.1], [0.0, -0.2, 0.0]],
  "nbo_charge": [-0.502, -0.391, -0.604, -0.426, 0.052, -0.103, -0.387, 0.196, 0.218, 0.196, 0.209, 0.191, 0.207, 0.178, 0.202, 0.207, 0.180, 0.185, 0.193]
}

=====

What is the formula in the fifth record?
C6H12O